A molecular structure, C6H14O3ScSe3Te. Source: OMol25; level of theory: wB97M-V/def2-TZVPD.

XYZ file:
```
28
Properties=species:S:1:pos:R:3:mulliken_charge:R:1
Sc 0.87 0.54 -0.17 1.0762
C 2.59 -2.16 -0.84 -0.7450
O 1.58 -1.54 -0.03 -0.1618
C 0.46 -2.41 0.22 -0.5239
C -0.37 -1.78 1.34 -0.5875
O -0.52 -0.39 1.06 -0.0367
C -1.83 0.18 1.24 -0.4863
C -1.61 1.69 1.18 -0.6678
O -0.89 2.00 -0.02 0.0319
C -1.71 2.64 -1.02 -0.7896
H 2.98 -3.06 -0.33 0.3177
H 3.41 -1.45 -0.94 0.2297
H 2.20 -2.43 -1.83 0.3339
H 0.82 -3.39 0.54 0.5117
H -0.14 -2.50 -0.70 0.2708
H 0.16 -1.87 2.30 0.2869
H -1.34 -2.29 1.42 0.4270
H -2.25 -0.10 2.21 0.4151
H -2.49 -0.16 0.43 0.3341
H -0.98 2.01 2.03 0.2391
H -2.56 2.22 1.23 0.5232
H -2.15 3.55 -0.61 0.3189
H -2.48 1.96 -1.38 0.3743
H -1.05 2.91 -1.85 0.1337
Se 2.16 2.42 0.96 -0.2493
Se 3.26 1.51 -0.92 -0.2472
Te 1.75 1.90 -2.94 0.0944
Se 0.15 -0.01 -2.60 -0.4236
```

Output
* multiplicity: 1
* Kohn-Sham gap: 7.114 eV
* total energy: -8695.67288 Eh
* HOMO: -10.83 eV
* charge: +1

***

A molecular structure, C25H72AsF6N2O11. Source: OMol25; level of theory: wB97M-V/def2-TZVPD.

XYZ file:
```
117
Properties=species:S:1:pos:R:3:mulliken_charge:R:1
As -0.08 0.46 0.18 2.2304
F 0.88 1.73 0.92 -0.4647
F -0.67 -0.04 1.83 -0.1755
F -1.07 -0.86 -0.55 0.0092
F 0.47 1.03 -1.42 -0.7577
F 1.33 -0.60 0.33 -0.3968
F -1.50 1.49 0.02 -0.4466
C -2.26 -0.23 -3.78 -0.4736
O -2.47 -1.08 -4.87 -0.5800
H -2.91 0.63 -3.60 0.3820
H -1.95 -0.70 -2.85 -0.0032
H -1.29 0.21 -4.01 0.3353
H -1.80 -1.76 -4.79 0.3336
C 0.15 -0.16 5.24 -0.1626
O -0.46 -1.17 5.97 -0.6362
H 1.03 0.24 5.75 0.4225
H 0.60 -0.62 4.35 -0.1539
H -0.58 0.62 5.04 0.2057
H -1.32 -1.34 5.59 0.3243
C -0.71 3.00 3.24 -0.0416
O -1.18 3.57 4.41 -0.6241
H 0.12 2.32 3.45 0.2382
H -1.57 2.45 2.86 -0.0910
H -0.39 3.72 2.49 0.1264
H -1.94 3.04 4.67 0.3534
C 3.52 -0.88 -2.32 0.5551
O 4.43 -1.37 -2.98 -0.7883
N 2.26 -0.82 -2.71 0.0654
N 3.73 -0.61 -1.11 0.0586
H 1.64 -0.11 -2.35 -0.0859
H 1.96 -1.23 -3.59 0.1751
H 4.70 -0.57 -0.83 0.1702
H 3.00 -0.36 -0.46 -0.1065
C -0.13 3.46 -3.32 -0.4163
C -0.87 4.59 -3.95 0.8386
C 0.01 5.57 -4.63 -1.7214
O -1.80 4.09 -4.90 -0.5805
H 0.60 2.91 -3.91 0.6745
H -0.90 2.81 -2.91 -0.1289
H 0.41 3.89 -2.48 -0.2503
H -1.39 5.17 -3.18 -0.0295
H 0.65 5.98 -3.84 0.3680
H -0.52 6.46 -4.96 0.4259
H 0.73 5.09 -5.29 0.4632
H -1.38 4.12 -5.76 0.3373
C -4.26 -5.44 -2.66 -1.4964
C -3.33 -4.88 -1.58 0.8668
C -3.14 -3.36 -1.67 -0.4416
O -3.80 -5.18 -0.33 -0.5316
H -5.27 -5.03 -2.60 0.3513
H -4.28 -6.53 -2.65 0.3778
H -3.84 -5.14 -3.62 0.3461
H -2.35 -5.33 -1.77 -0.0662
H -2.64 -3.06 -2.59 0.3214
H -2.43 -2.97 -0.93 -0.6701
H -4.15 -2.96 -1.61 0.5232
H -3.43 -6.03 -0.10 0.3690
C 3.04 -2.41 2.87 -1.0943
C 3.83 -1.88 4.08 0.4758
C 4.70 -2.96 4.66 -1.3683
O 4.69 -0.85 3.74 -0.5650
H 3.80 -2.79 2.18 0.5507
H 2.38 -1.62 2.51 0.0215
H 2.40 -3.24 3.17 0.3529
H 3.14 -1.52 4.84 0.1993
H 5.01 -2.69 5.67 0.3411
H 5.53 -3.17 3.98 0.3283
H 4.23 -3.94 4.79 0.3449
H 5.12 -1.10 2.92 0.3658
C -0.83 5.14 -0.05 -0.8359
C -2.32 4.88 -0.29 0.9466
C -3.05 4.13 0.87 -1.0080
O -3.03 6.07 -0.57 -0.6148
H -0.60 5.73 0.84 0.5157
H -0.27 5.58 -0.87 0.2536
H -0.32 4.21 0.19 -0.1600
H -2.33 4.21 -1.14 -0.1666
H -3.00 4.67 1.82 0.3231
H -2.69 3.12 1.09 -0.1524
H -4.09 3.98 0.60 0.4688
H -3.95 5.91 -0.78 0.3394
C 4.89 2.54 0.09 -1.0592
C 4.09 3.72 -0.50 0.4011
C 3.46 3.39 -1.84 -0.6871
O 2.91 3.98 0.35 -0.6027
H 5.53 2.94 0.87 0.3897
H 5.62 2.18 -0.64 0.3452
H 4.31 1.80 0.64 0.1301
H 4.72 4.61 -0.58 0.3367
H 2.99 4.17 -2.45 0.1839
H 2.64 2.69 -1.72 -0.2218
H 4.07 3.01 -2.67 0.4855
H 2.33 3.22 0.31 0.1768
C 0.50 -4.42 0.37 -1.0586
C 1.05 -4.02 -0.97 1.0563
C 1.40 -5.27 -1.83 -1.6757
O 0.02 -3.31 -1.63 -0.3657
H -0.34 -5.10 0.24 0.2108
H 0.14 -3.53 0.89 0.0159
H 1.26 -4.98 0.91 0.5054
H 1.93 -3.37 -0.85 -0.0156
H 0.56 -5.97 -1.92 0.3086
H 2.20 -5.82 -1.33 0.4288
H 1.70 -4.98 -2.83 0.3850
H -0.40 -2.71 -1.01 -0.1669
C -3.94 -1.26 1.59 -0.8511
C -3.35 -1.85 2.84 0.1680
C -2.23 -2.84 2.50 -0.6853
O -2.82 -0.87 3.66 -0.6059
H -4.21 -2.07 0.90 0.1998
H -3.19 -0.60 1.15 -0.0595
H -4.83 -0.65 1.77 0.3808
H -4.01 -2.44 3.47 0.4511
H -2.82 -3.70 2.21 0.4950
H -1.73 -3.18 3.40 0.2977
H -1.68 -2.66 1.58 -0.2522
H -2.30 -0.38 3.01 0.1660
```

Output
* multiplicity: 1
* Kohn-Sham gap: 9.370 eV
* total energy: -4767.97353 Eh
* HOMO: -7.06 eV
* charge: -1

***

A single C5H4 molecule. Source: OMol25; level of theory: wB97M-V/def2-TZVPD.

XYZ file:
```
9
Properties=species:S:1:pos:R:3:mulliken_charge:R:1
C 2.09 -0.61 0.50 -0.3648
C 1.19 0.12 -0.05 0.0693
C -0.06 0.61 -0.43 -0.9125
C -1.29 -0.02 -0.11 -0.2453
C -2.36 -0.52 0.14 0.3155
H 2.71 -1.38 0.06 0.2195
H 1.16 1.19 0.44 0.2163
H -0.12 1.59 -0.91 0.3163
H -3.31 -0.97 0.37 0.3857
```

Output
* multiplicity: 1
* Kohn-Sham gap (spin up / spin down): 7.413 / 7.387 eV
* total energy: -192.65345 Eh
* HOMO (spin up / spin down): -7.96 / -7.91 eV

***

2 unconnected molecules or ions with the total composition C5H14N3. Source: OMol25; level of theory: wB97M-V/def2-TZVPD.

XYZ file:
```
22
Properties=species:S:1:pos:R:3:mulliken_charge:R:1
C -0.61 2.41 -1.81 -0.7616
N -1.27 1.18 -1.42 -0.0947
C -1.61 0.89 -0.21 -0.0255
N -2.25 -0.22 0.13 -0.3162
H -1.23 2.97 -2.50 0.3325
H 0.36 2.23 -2.27 0.3035
H -0.44 3.03 -0.93 0.2923
H -1.51 0.51 -2.15 0.2408
H -1.44 1.64 0.56 0.4061
H -2.15 -1.07 -0.40 0.2428
H -2.49 -0.35 1.10 0.2900
N 2.04 -0.26 -0.44 -0.6000
C 1.34 -0.48 0.81 0.1558
C 1.12 -2.53 2.20 -0.8527
C 1.02 -1.92 1.04 -0.1098
H 2.22 0.72 -0.62 0.2285
H 1.53 -0.64 -1.23 0.2185
H 0.40 0.10 0.90 -0.0849
H 1.96 -0.10 1.63 0.3725
H 0.83 -3.56 2.33 0.2690
H 1.50 -2.04 3.09 0.2492
H 0.68 -2.50 0.19 0.2435
```

Output
* multiplicity: 1
* Kohn-Sham gap: 8.737 eV
* total energy: -362.90531 Eh
* HOMO: -12.49 eV
* charge: +1

***

A gas-phase ion, C6H11N2S (charge +1). Source: OMol25; level of theory: wB97M-V/def2-TZVPD.

XYZ file:
```
20
Properties=species:S:1:pos:R:3:mulliken_charge:R:1
C -0.26 -1.02 0.30 -0.8299
C 0.88 1.53 -0.03 0.0802
C -1.26 0.44 -0.16 0.1827
C 1.09 -0.89 -0.28 -0.2666
C 3.03 0.53 0.28 -0.9625
C -3.52 -1.05 -0.01 -0.8543
N 1.62 0.45 0.00 0.0229
N -0.44 1.55 -0.18 -0.0653
S -2.91 0.65 0.12 -0.0306
H -0.79 -1.95 0.27 0.3909
H 1.37 2.48 0.11 0.3163
H 1.74 -1.63 0.20 0.4332
H 1.15 -1.06 -1.37 0.2382
H 3.39 1.55 0.22 0.3367
H 3.23 0.15 1.28 0.3646
H 3.58 -0.09 -0.44 0.3561
H -2.98 -1.56 -0.80 0.2900
H -4.58 -0.99 -0.25 0.3799
H -3.39 -1.56 0.94 0.3055
H -0.90 2.46 -0.19 0.3122
```

Output
* structure (SMILES): CSC1=CCN(C)C=[NH+]1
* multiplicity: 1
* Kohn-Sham gap (spin up / spin down): 6.873 / 7.757 eV
* total energy: -742.56587 Eh
* HOMO (spin up / spin down): -11.19 / -12.10 eV
* charge: +1

***

A molecular structure, C10H15CoN3OP. Source: OMol25; level of theory: wB97M-V/def2-TZVPD.

XYZ file:
```
31
Properties=species:S:1:pos:R:3:mulliken_spin:R:1
C -0.63 0.02 -3.18 -0.0263
C -1.41 1.21 -2.72 0.1474
C -0.53 2.23 -2.27 0.0125
C 0.82 1.82 -2.49 0.1677
C 0.82 0.42 -3.02 -0.0278
Co 0.00 -0.42 -1.28 2.5857
P -0.05 -2.53 -1.41 0.0439
H -1.05 -0.87 -3.69 0.0003
H -2.50 1.28 -2.77 0.0061
H -0.82 3.14 -1.79 -0.0008
H 1.70 -0.16 -3.34 -0.0024
H 1.72 2.42 -2.29 -0.0004
H 1.13 -3.12 -2.06 0.0104
H -1.19 -3.11 -2.14 0.0148
H -0.13 -3.19 -0.09 0.0126
C -1.96 -0.58 3.43 0.0336
N -0.78 -0.19 2.65 0.0716
C 0.35 0.16 3.29 0.4893
C 1.46 0.49 2.55 -0.1370
C 1.41 0.39 1.15 0.3417
N 0.29 0.01 0.54 0.1569
C -0.91 -0.18 1.26 -0.0179
O -2.01 -0.36 0.71 0.0171
N 2.51 0.62 0.40 0.0777
H -2.75 -0.82 2.72 0.0040
H -2.28 0.23 4.09 -0.0103
H -1.76 -1.45 4.07 -0.0100
H 0.30 0.15 4.38 0.0598
H 2.38 0.79 3.06 -0.0063
H 3.38 0.92 0.85 -0.0022
H 2.49 0.66 -0.61 -0.0121
```

Output
* multiplicity: 5
* Kohn-Sham gap (spin up / spin down): 4.533 / 7.411 eV
* total energy: -2353.54529 Eh
* HOMO (spin up / spin down): -4.10 / -7.78 eV

***

Short version: maximum force = 1.29 6.68 0.53 0.65 7.01 4.41 eV/Å, in the order given.